Record 1
{"formula": "C6H7F4N2", "method": "the ωB97M-V functional and the def2-TZVPD basis", "elements": ["C", "C", "N", "C", "N", "C", "C", "F", "C", "F", "F", "F", "H", "H", "H", "H", "H", "H", "H"], "positions_angstrom": [[-1.3955, -1.3973, 0.2883], [-1.1461, -0.7633, 1.4835], [0.0656, -0.2475, 1.8182], [0.8225, 0.4349, 1.0339], [0.3080, 0.9901, -0.0829], [-0.7339, 0.5353, -0.7968], [-0.6033, -0.0934, -2.1240], [-1.7972, 1.3653, -0.6887], [2.2941, 0.5265, 1.2675], [2.8813, 1.6991, 0.9857], [2.5297, 0.1450, 2.5364], [2.9184, -0.3790, 0.4785], [-0.6135, -1.9260, -0.1707], [-2.3854, -1.4203, -0.1113], [-2.0150, -0.5638, 2.0302], [0.7530, 1.7722, -0.5199], [-1.4736, -0.6654, -2.3145], [0.1810, -0.7855, -2.1736], [-0.5903, 0.7730, -2.9395]], "multiplicity": 1, "homo_energy_ha": -0.541, "smiles": "C=C/N=C(\\[NH+]=C(/C)F)C(F)(F)F", "relative_energy_ev": 1.098, "orbital_gap_ev": 8.63, "charge": 1, "lumo_energy_ev": -6.08}

=====

Record 2
{"formula": "C28H35N8SV", "method": "the ωB97M-V functional and the def2-TZVPD basis", "elements": ["V", "N", "C", "C", "N", "C", "C", "N", "H", "H", "H", "H", "H", "H", "H", "H", "H", "H", "H", "H", "H", "C", "C", "C", "C", "C", "C", "N", "C", "C", "C", "C", "C", "N", "C", "C", "C", "C", "C", "C", "N", "H", "H", "H", "H", "H", "H", "H", "H", "H", "H", "H", "H", "H", "H", "H", "S", "C", "N", "N", "C", "C", "C", "C", "C", "C", "H", "H", "H", "H", "H", "H", "H"], "positions_angstrom": [[-0.1030, -0.8207, 0.0427], [-1.8899, 0.4764, 0.3885], [-2.9721, -0.4512, 0.8108], [-2.5288, -1.3679, 1.9655], [-1.0731, -1.5772, 1.8661], [-0.4365, -2.8340, 2.3104], [-0.0117, -3.6913, 1.1201], [0.7194, -2.8700, 0.1278], [-1.7186, 1.1997, 1.0877], [-2.2430, 0.9867, -0.4177], [-3.1984, -1.0628, -0.0597], [-3.8883, 0.0797, 1.0782], [-3.0693, -2.3135, 1.9110], [-2.7732, -0.9145, 2.9290], [-0.6384, -0.8392, 2.4103], [-1.0678, -3.4057, 2.9945], [0.4605, -2.5464, 2.8635], [-0.8906, -4.1095, 0.6304], [0.5834, -4.5367, 1.4745], [0.7267, -3.3378, -0.7723], [1.6990, -2.7130, 0.3672], [3.9334, -3.1451, 1.6582], [4.0001, -1.6951, 1.2667], [4.7665, -0.7936, 1.9998], [4.7858, 0.5344, 1.6232], [4.0518, 0.9241, 0.5155], [3.3034, -0.0342, -0.1491], [3.2773, -1.3192, 0.2100], [2.5251, 0.3713, -1.3548], [3.1785, 1.1309, -2.3219], [2.5082, 1.5047, -3.4675], [1.1978, 1.0923, -3.6331], [0.6006, 0.3472, -2.6316], [1.2422, 0.0024, -1.5001], [-0.7837, -0.1803, -2.7993], [-1.6442, 0.3317, -3.7552], [-2.8650, -0.2917, -3.9656], [-3.1709, -1.4209, -3.2341], [-2.2813, -1.8552, -2.2549], [-2.5744, -3.0885, -1.4537], [-1.1307, -1.2177, -2.0078], [4.8311, -3.4515, 2.1918], [3.8179, -3.7760, 0.7774], [3.0846, -3.3216, 2.3259], [5.3294, -1.1369, 2.8570], [5.3508, 1.2618, 2.1895], [4.0222, 1.9593, 0.2037], [4.2149, 1.3953, -2.1709], [3.0031, 2.0852, -4.2340], [0.6646, 1.3279, -4.5412], [-1.3724, 1.2048, -4.3293], [-3.5562, 0.0930, -4.7033], [-4.0939, -1.9602, -3.3957], [-2.1200, -3.9595, -1.9304], [-3.6451, -3.2724, -1.3779], [-2.1571, -2.9897, -0.4548], [2.0338, 1.8404, 3.5227], [1.3838, 0.9086, 2.3814], [0.9197, 0.2260, 1.5404], [0.0293, 2.8878, -0.3779], [-0.9341, 3.6379, 0.3296], [-2.1221, 4.0076, -0.3000], [-3.0795, 4.7414, 0.3831], [-2.8647, 5.1225, 1.7005], [-1.6799, 4.7589, 2.3255], [-0.7194, 4.0181, 1.6528], [0.6653, 2.4072, 0.2485], [-0.4295, 2.1952, -0.9625], [-2.2795, 3.7388, -1.3404], [-3.9938, 5.0267, -0.1214], [-3.6089, 5.7005, 2.2308], [-1.4981, 5.0490, 3.3524], [0.1968, 3.7256, 2.1537]], "multiplicity": 4, "homo_energy_ha": [-0.359, -0.376], "s2": 3.76, "relative_energy_ev": 0.364, "orbital_gap_ev": [6.55, 6.92], "charge": 1, "lumo_energy_ev": [-3.23, -3.32]}

=====

Record 3
{"formula": "C10H11F4MnN2SbSe4", "method": "the ωB97M-V functional and the def2-TZVPD basis", "elements": ["Mn", "C", "N", "C", "C", "C", "N", "C", "C", "F", "C", "F", "C", "C", "F", "C", "F", "H", "H", "H", "H", "H", "H", "H", "H", "H", "H", "H", "Se", "Sb", "Se", "Se", "Se"], "positions_angstrom": [[0.2051, 0.3667, 0.4181], [-1.6306, 1.4264, -1.7989], [-1.0788, 0.1380, -1.3718], [-2.1622, -0.8266, -1.1653], [-0.1160, -0.3991, -2.3599], [1.1738, 0.4515, -2.3911], [1.3793, 0.9573, -1.0447], [2.4431, 0.9020, -0.2316], [2.0390, 1.0645, 1.1513], [0.5992, -1.3866, 0.1927], [2.9383, 1.1089, 2.2036], [2.5185, 1.3026, 3.4450], [4.2827, 0.9405, 1.9641], [4.6723, 0.7392, 0.6398], [5.9744, 0.5707, 0.3707], [3.8086, 0.7028, -0.4316], [4.3115, 0.5162, -1.6695], [-2.1741, 1.3224, -2.7484], [-0.8281, 2.1532, -1.9231], [-2.3048, 1.8045, -1.0294], [-2.6806, -1.0427, -2.1108], [-2.8752, -0.4232, -0.4507], [-1.7528, -1.7493, -0.7608], [-0.5812, -0.4489, -3.3524], [0.1354, -1.4037, -2.0328], [1.0514, 1.2879, -3.0819], [1.9931, -0.1634, -2.7673], [5.0056, 0.9602, 2.7674], [-0.8498, 2.5137, 5.3891], [-1.2634, 2.1375, 3.0550], [0.8213, 2.6001, 1.3438], [-1.2417, -0.2827, 2.3898], [-2.7234, 3.5048, 1.6885]], "multiplicity": 5, "homo_energy_ha": [-0.168, -0.177], "s2": 6.12, "relative_energy_ev": 0.996, "orbital_gap_ev": [6.13, 6.97], "charge": -1, "lumo_energy_ev": [1.55, 2.16]}

=====

Record 4
{"formula": "C3H4ClN", "method": "the ωB97M-V functional and the def2-TZVPD basis", "elements": ["C", "C", "C", "N", "Cl", "H", "H", "H", "H"], "positions_angstrom": [[-0.5805, 0.9072, 1.0657], [0.7168, 0.8407, 0.7783], [-0.1522, -1.1681, -1.1942], [-1.7233, 0.6733, 1.0203], [-1.6520, -1.1683, -0.5005], [1.1758, 1.6882, 0.2253], [1.4267, 0.1165, 1.1362], [0.7037, -1.4339, -0.5321], [0.0851, -0.4555, -1.9991]], "multiplicity": 1, "homo_energy_ha": [-0.333, -0.311], "relative_energy_ev": 3.922, "orbital_gap_ev": [8.78, 7.36], "charge": 0, "lumo_energy_ev": [-0.28, -1.09]}

=====

Record 5
{"formula": "C11H19N3O5", "method": "the ωB97M-V functional and the def2-TZVPD basis", "elements": ["C", "N", "C", "O", "C", "C", "N", "C", "O", "C", "C", "C", "C", "O", "O", "N", "C", "C", "O", "H", "H", "H", "H", "H", "H", "H", "H", "H", "H", "H", "H", "H", "H", "H", "H", "H", "H", "H"], "positions_angstrom": [[3.9932, 1.2344, -3.5630], [3.4307, 1.5218, -2.2192], [2.1537, 1.7627, -1.9592], [1.3342, 1.8370, -2.8837], [1.7307, 2.0925, -0.4688], [1.5366, 3.6104, -0.1131], [0.5246, 1.4207, -0.0891], [0.3865, 0.0953, 0.0723], [1.2975, -0.7044, -0.0383], [-1.0257, -0.4459, 0.3344], [-1.5852, -1.3879, -0.7640], [-3.0385, -1.9068, -0.5901], [-3.2102, -3.0640, 0.4419], [-2.2767, -3.7856, 0.7838], [-4.4278, -3.2654, 0.9543], [-1.0163, -1.1622, 1.6102], [-1.1355, -0.5912, 2.7855], [-1.0029, -1.4604, 3.9886], [-1.4049, 0.6034, 2.9456], [3.8507, 2.1363, -4.1949], [5.0412, 1.0523, -3.5503], [3.4448, 0.4168, -4.0219], [4.0793, 1.5258, -1.4467], [2.5705, 1.8055, 0.1171], [0.5155, 3.9093, -0.3804], [1.7236, 3.8081, 0.9613], [2.2003, 4.1663, -0.6880], [-0.3143, 1.9850, -0.0949], [-1.6387, 0.4193, 0.4121], [-1.4959, -0.8476, -1.7115], [-0.9172, -2.2337, -0.7990], [-3.6437, -1.0455, -0.3026], [-3.4786, -2.2631, -1.5405], [-4.3478, -4.0569, 1.5035], [-0.8271, -2.1362, 1.6179], [-0.0843, -2.0622, 3.9743], [-1.8968, -2.0918, 3.9976], [-1.0457, -0.8919, 4.9192]], "multiplicity": 1, "homo_energy_ha": -0.344, "smiles": "CNC(=O)[C@@H](C)NC(=O)[C@@H](CCC(=O)O)NC(C)=O", "orbital_gap_ev": 9.99, "charge": 0, "lumo_energy_ev": 0.64}

=====

Record 6
{"formula": "C16H26IMoOP2", "method": "the ωB97M-V functional and the def2-TZVPD basis", "elements": ["C", "I", "H", "H", "H", "Mo", "P", "C", "C", "H", "H", "H", "H", "H", "H", "C", "H", "H", "H", "P", "C", "C", "H", "H", "H", "C", "H", "H", "H", "H", "H", "H", "C", "O", "C", "C", "C", "C", "C", "C", "C", "C", "H", "H", "H", "H", "H"], "positions_angstrom": [[0.1870, 0.0664, -3.4778], [2.3296, 0.2812, -3.1801], [0.5249, -0.0061, -4.5190], [-0.2894, 1.0617, -3.2826], [-0.4522, -0.8200, -3.2582], [0.1706, 0.1444, -0.7889], [0.5653, 2.4940, -0.9231], [-0.7185, 3.4936, -0.0938], [2.0594, 3.0448, -0.0234], [2.2146, 4.1162, -0.2266], [0.9485, 4.3823, -2.3893], [2.9445, 2.4724, -0.3338], [1.7636, 2.9224, -3.0287], [-0.5693, 3.4053, 0.9946], [1.8833, 2.8992, 1.0519], [0.8442, 3.3070, -2.5649], [-0.5978, 4.5440, -0.4003], [0.0104, 3.1094, -3.2439], [-1.7160, 3.1206, -0.3664], [0.5421, -2.2225, -0.8703], [-0.9273, -3.1367, -0.2672], [0.8771, -3.0597, -2.4597], [2.8988, -2.2732, -0.2712], [2.1762, -3.9229, -0.2656], [1.8726, -2.8051, 1.1123], [2.0228, -2.8702, 0.0262], [1.8224, -2.7074, -2.8899], [0.9484, -4.1355, -2.2454], [-0.7322, -4.2142, -0.3654], [-1.7952, -2.8544, -0.8788], [0.0740, -2.8859, -3.1783], [-1.1359, -2.8774, 0.7770], [-2.8454, 0.0581, -0.9510], [-3.8283, -0.0019, -1.6095], [-1.7984, 0.3895, -0.1763], [-0.9090, -0.0403, 0.9196], [-0.9310, -0.1698, 2.3515], [-1.9489, 0.4836, 3.1333], [-1.9703, 0.3232, 4.5190], [-1.1174, -0.6038, 5.1491], [-0.0983, -1.2288, 4.3693], [0.0072, -0.9678, 3.0214], [-2.7368, 1.0269, 2.6063], [-2.6595, 0.9078, 5.1217], [-1.2536, -0.8877, 6.1789], [0.6009, -1.9053, 4.8279], [0.7421, -1.4574, 2.3697]], "multiplicity": 3, "homo_energy_ha": [-0.680, -0.684], "s2": 2.03, "relative_energy_ev": 0.221, "orbital_gap_ev": [5.64, 5.71], "charge": 3, "lumo_energy_ev": [-12.88, -12.90]}